Entry from OMol25: a single C5H10N2 molecule (ωB97M-V with the def2-TZVPD basis set).

```
17
Properties=species:S:1:pos:R:3
C -1.509 0.067 0.467
C -0.468 -1.015 0.663
C 0.933 -0.670 0.186
C 1.507 -1.171 -0.910
C 1.644 1.580 0.515
N 1.399 0.429 0.938
N -1.512 0.667 -0.889
H -2.495 -0.332 0.720
H -1.368 0.875 1.185
H -0.814 -1.862 0.073
H -0.314 -1.370 1.684
H 0.876 -1.635 -1.662
H 2.519 -0.874 -1.151
H 1.693 2.389 1.249
H 1.775 1.881 -0.537
H -1.477 -0.113 -1.538
H -2.390 1.154 -0.992
```

Its largest force on an atom is 1.9 eV/A. Its spin multiplicity is 1. Its charge is 0. The value obtained for the energy above the lowest of the compared OMol25 structures with the same formula, charge and spin is 43.77 kcal/mol. The calculation puts the LUMO energy at 1.09 eV. The value obtained for the molar mass is 98.15 g/mol. Its structure (SMILES) is C=NC(=C)CCN. The gap between HOMO and LUMO is 9.70 eV. Its HOMO energy is -8.6 eV.


Entry from OMol25: a molecular structure, C5H10N2 (ωB97M-V with the def2-TZVPD basis set).

```
17
Properties=species:S:1:pos:R:3
C -0.416 -0.001 0.596
C 1.144 -0.348 0.530
C 0.090 0.319 -1.324
C -1.109 -0.422 -0.704
C -0.014 1.456 -0.213
H -0.476 0.128 2.724
H -1.957 -0.736 1.996
H 1.131 -1.506 0.626
H 1.906 0.124 1.184
H 1.248 -1.135 -1.357
H -0.024 0.683 -2.399
H -1.186 -1.596 -0.899
H -2.099 0.087 -1.011
H -0.899 1.834 -0.371
H 0.793 1.921 0.331
N -0.842 -0.570 1.823
N 1.326 -0.263 -0.985
```

Its largest force on an atom is 6.2 eV/A. Its spin multiplicity is 1. Its charge is 0. The value obtained for the energy above the lowest of the compared OMol25 structures with the same formula, charge and spin is 106.79 kcal/mol. The calculation puts the LUMO energy at 0.93 eV. The value obtained for the molar mass is 98.15 g/mol. The gap between HOMO and LUMO is 9.23 eV. Its HOMO energy is -8.3 eV.


Entry from OMol25: a gas-phase ion, C5H10N2 (charge +2) (ωB97M-V with the def2-TZVPD basis set).

```
17
Properties=species:S:1:pos:R:3
C 0.393 -1.486 -0.413
C 0.490 -2.838 -0.287
C -0.248 0.538 0.666
C -0.680 1.922 0.506
C 0.718 0.493 -1.624
N -0.664 -0.103 1.757
N 0.249 -0.232 -0.403
H 1.380 -3.068 0.212
H -0.106 -3.521 -0.719
H -0.266 2.398 1.431
H -1.666 2.104 0.636
H -0.331 2.472 -0.380
H -0.089 1.211 -1.718
H 0.685 -0.172 -2.480
H 1.706 1.028 -1.459
H -1.069 0.334 2.571
H -0.503 -1.081 1.703
```

Its largest force on an atom is 7.6 eV/A. Its spin multiplicity is 1. Its charge is +2. The value obtained for the energy above the lowest of the compared OMol25 structures with the same formula, charge and spin is 41.06 kcal/mol. The calculation puts the LUMO energy at -10.98 eV. The value obtained for the molar mass is 98.15 g/mol. Its structure (SMILES) is C=C=[N+](C)C(C)=[NH2+]. The gap between HOMO and LUMO is 9.87 eV. Its HOMO energy is -20.8 eV.


Entry from OMol25: 3 unconnected molecules or ions with the total composition C5H10N2O (ωB97M-V with the def2-TZVPD basis set).

```
18
Properties=species:S:1:pos:R:3
C -1.453 0.813 1.622
C -1.425 -0.536 2.030
O -1.256 -0.394 0.666
N -1.413 -1.453 2.870
H -1.305 -2.380 2.463
H -0.236 1.444 1.165
H -2.424 1.282 1.492
C 1.052 -0.613 -1.185
C 0.540 0.313 -2.285
C 1.010 -0.029 0.192
N 0.960 1.229 0.507
H 0.909 1.862 -0.287
H 1.253 -0.707 1.005
H 0.465 -1.534 -1.166
H 2.087 -0.912 -1.386
H 0.548 -0.205 -3.242
H -0.484 0.621 -2.074
H 1.171 1.197 -2.387
```

Its largest force on an atom is 2.9 eV/A. Its spin multiplicity is 1. Its charge is 0. The value obtained for the energy above the lowest of the compared OMol25 structures with the same formula, charge and spin is 103.09 kcal/mol. The calculation puts the LUMO energy at 0.89 eV. The value obtained for the molar mass is 114.15 g/mol. The gap between HOMO and LUMO is 10.15 eV. Its HOMO energy is -9.3 eV.


Entry from OMol25: a single C5H10N2O molecule (ωB97M-V with the def2-TZVPD basis set).

```
18
Properties=species:S:1:pos:R:3
C -0.576 -0.057 -0.731
C -1.515 0.959 -0.160
C 0.217 0.570 1.389
C 0.451 -0.437 0.267
C 0.879 -1.845 0.286
H 0.770 0.717 -1.810
H -1.347 -0.901 -0.763
H -1.806 1.700 -0.861
H -2.510 0.514 0.281
H -0.146 2.354 0.247
H 1.150 1.253 1.723
H 0.087 0.137 2.425
H 0.389 -2.354 -0.471
H 1.408 -2.614 1.104
H 1.558 -0.897 -1.439
N -0.708 1.656 0.896
N 1.789 -0.964 -0.349
O -0.088 0.207 -2.035
```

Its largest force on an atom is 5.2 eV/A. Its spin multiplicity is 1. Its charge is 0. The value obtained for the energy above the lowest of the compared OMol25 structures with the same formula, charge and spin is 104.76 kcal/mol. The calculation puts the LUMO energy at 0.76 eV. The value obtained for the molar mass is 114.15 g/mol. Its structure (SMILES) is O[C@@H]1CNC[C@@]12CN2. The gap between HOMO and LUMO is 10.15 eV. Its HOMO energy is -9.4 eV.


Entry from OMol25: a single C5H10N2O molecule (ωB97M-V with the def2-TZVPD basis set).

```
18
Properties=species:S:1:pos:R:3
C 0.432 -1.013 -1.067
C 1.151 -1.733 -0.218
C -1.926 -0.431 0.784
C 2.117 1.244 -0.051
C -1.306 0.600 -0.192
N 0.117 0.256 -0.451
N 1.085 0.429 0.564
O 1.639 -0.973 0.841
H -0.004 -1.361 -2.056
H 1.471 -2.821 -0.309
H -1.148 -0.952 1.316
H -2.421 0.165 1.476
H -2.603 -1.196 0.300
H 1.760 2.204 -0.432
H 2.687 1.426 0.868
H 2.586 0.575 -0.682
H -1.860 0.659 -1.256
H -1.506 1.686 0.234
```

Its largest force on an atom is 3.4 eV/A. Its spin multiplicity is 1. Its charge is 0. The value obtained for the energy above the lowest of the compared OMol25 structures with the same formula, charge and spin is 121.99 kcal/mol. The calculation puts the LUMO energy at 1.10 eV. The value obtained for the molar mass is 114.15 g/mol. Its structure (SMILES) is CCN1C=CON1C. The gap between HOMO and LUMO is 8.73 eV. Its HOMO energy is -7.6 eV.


Entry from OMol25: a single C5H10N2O molecule (ωB97M-V with the def2-TZVPD basis set).

```
18
Properties=species:S:1:pos:R:3
C -1.171 1.505 0.121
C 1.018 -1.573 0.689
C -0.967 0.053 -0.243
C 0.890 -0.270 -0.064
N 1.743 0.745 0.400
C -0.495 -0.298 -1.580
O -1.985 -0.789 0.257
N 0.805 -0.324 -1.478
H -2.783 -0.268 0.425
H 2.531 0.445 0.961
H 2.041 1.379 -0.332
H -1.095 -0.539 -2.458
H -1.070 1.657 1.200
H -2.176 1.835 -0.176
H -0.449 2.150 -0.378
H 0.330 -2.319 0.296
H 0.793 -1.430 1.750
H 2.041 -1.959 0.609
```

Its largest force on an atom is 2.0 eV/A. Its spin multiplicity is 1. Its charge is 0. The value obtained for the energy above the lowest of the compared OMol25 structures with the same formula, charge and spin is 52.76 kcal/mol. The calculation puts the LUMO energy at 0.90 eV. The value obtained for the molar mass is 114.15 g/mol. Its structure (SMILES) is C[C@@]1(O)C=N[C@@]1(C)N. The gap between HOMO and LUMO is 9.14 eV. Its HOMO energy is -8.2 eV.